Record 1
Density functional theory data (wB97M-V/def2-TZVPD) for C5H10NaO5 as an isolated structure in a non-equilibrium geometry.

Geometry (Å):
C1 -1.18714 0.16964 -0.38141
C2 -1.63036 -1.26097 -0.22814
O1 -1.54697 -2.21584 -1.26686
C3 -2.13190 -3.40958 -1.09741
O2 -2.47218 -3.78824 0.05057
O3 -2.26056 -4.12205 -2.12350
O4 -0.01097 0.15318 0.36653
Na1 -3.30248 -6.17752 -0.94804
H1 -1.91401 0.91703 -0.03234
H2 -1.80378 -0.17064 -1.46010
H3 -2.28515 -1.38968 0.64259
H4 -0.51591 -1.37394 0.54999
H5 0.85920 0.97935 0.12175
C4 2.32835 2.09656 -0.23136
C5 2.78253 2.79989 1.00228
O5 1.65090 3.01407 1.83958
H6 3.07582 1.47336 -0.72733
H7 1.69697 2.69502 -0.89516
H8 3.24297 3.77312 0.74599
H9 3.54922 2.20693 1.53027
H10 1.87546 3.63033 2.54210

Its multiplicity is 2. The calculated total energy comes out at -734.7667 hartree. As for the HOMO-LUMO gap (spin up / spin down): 6.7 / 6.7 eV.

Per-atom natural (NBO) charges, elementary charge units: number 1, C, carries -0.1715; number 2, C, carries -0.1828; number 3, O, carries -0.5321; number 4, C, carries 0.9611; number 5, O, carries -0.8400; number 6, O, carries -0.8390; number 7, O, carries -0.7136; number 8, Na, carries 0.9695; number 9, H, carries 0.1732; number 10, H, carries 0.2294; number 11, H, carries 0.2376; number 12, H, carries 0.2384; number 13, H, carries 0.4480; number 14, C, carries -0.3252; number 15, C, carries -0.1410; number 16, O, carries -0.7161; number 17, H, carries 0.1932; number 18, H, carries 0.1934; number 19, H, carries 0.1794; number 20, H, carries 0.1680; number 21, H, carries 0.4700



Record 2
Density functional theory data (wB97M-V/def2-TZVPD) for C12H9Cl2O7P2S3Tc as an isolated structure in a non-equilibrium geometry.

Geometry (Å):
Tc1 -0.15512 -0.26038 -0.30267
O1 -2.26208 2.61180 2.29580
P1 -1.04566 2.09652 1.41204
O2 -0.24978 3.17853 0.84144
O3 -1.62453 1.00686 0.47322
O4 -0.13545 1.22390 2.44482
P2 -0.35773 -0.32030 2.82251
O5 -1.96889 -0.37605 2.94487
O6 0.27563 -0.73612 4.06536
O7 0.03249 -1.05332 1.50044
H1 -2.80747 1.86268 2.56938
H2 -2.19048 -0.93455 3.69790
Cl1 3.96876 -2.22642 0.50335
C1 0.92414 -3.21460 -1.02961
C2 1.75940 -4.30829 -0.97261
C3 1.17988 -5.57284 -0.92014
C4 -0.19898 -5.70919 -0.93154
C5 -1.00814 -4.58178 -0.97449
Cl2 -2.73872 -4.79744 -0.96959
C6 -0.46174 -3.30948 -1.00436
S1 -1.46752 -1.84683 -1.01289
H3 2.83009 -4.14166 -0.92582
H4 1.80474 -6.45285 -0.85979
H5 -0.66354 -6.68420 -0.88634
S2 1.59869 -1.58679 -1.21286
C7 1.28769 -1.32835 -2.95091
C8 1.76847 -2.21994 -3.90187
C9 1.60037 -1.94455 -5.24642
C10 0.98331 -0.76396 -5.64948
C11 0.53044 0.13551 -4.70487
C12 0.66731 -0.15032 -3.34580
S3 0.03220 0.96388 -2.14175
H6 2.26973 -3.12405 -3.58256
H7 1.96091 -2.64720 -5.98537
H8 0.85439 -0.54801 -6.70117
H9 0.04955 1.05671 -5.00621

Its multiplicity is 2. The total charge is -1. The calculated total energy comes out at -3868.2448 hartree. As for the HOMO-LUMO gap (spin up / spin down): 4.8 / 5.1 eV.

Per-atom natural (NBO) charges, elementary charge units: number 1, Tc, carries 0.6748; number 2, O, carries -0.9862; number 3, P, carries 2.5288; number 4, O, carries -1.0952; number 5, O, carries -1.0769; number 6, O, carries -1.0983; number 7, P, carries 2.5604; number 8, O, carries -1.0171; number 9, O, carries -1.0850; number 10, O, carries -1.0054; number 11, H, carries 0.5110; number 12, H, carries 0.5112; number 13, Cl, carries -0.9185; number 14, C, carries -0.2206; number 15, C, carries -0.1213; number 16, C, carries -0.2179; number 17, C, carries -0.2162; number 18, C, carries -0.0317; number 19, Cl, carries -0.0025; number 20, C, carries -0.2198; number 21, S, carries 0.2731; number 22, H, carries 0.2768; number 23, H, carries 0.2195; number 24, H, carries 0.2248; number 25, S, carries 0.6562; number 26, C, carries -0.2209; number 27, C, carries -0.1429; number 28, C, carries -0.2226; number 29, C, carries -0.2069; number 30, C, carries -0.2067; number 31, C, carries -0.1879; number 32, S, carries 0.1920; number 33, H, carries 0.2223; number 34, H, carries 0.2136; number 35, H, carries 0.2130; number 36, H, carries 0.2229



Record 3
Density functional theory data (wB97M-V/def2-TZVPD) for one molecule with the formula C25H22N4O2S.

Geometry (Å):
O1 -0.97845 -0.12498 2.34526
C1 -0.53118 0.41668 1.36120
N1 -1.02121 1.55173 0.83265
C2 -2.25075 2.17075 1.29097
C3 -3.34470 1.96186 0.27485
C4 -3.33173 2.67721 -0.91702
C5 -4.29348 2.44560 -1.88391
C6 -5.27619 1.49359 -1.66901
C7 -5.29586 0.77887 -0.48386
C8 -4.33358 1.01111 0.48358
C9 0.73059 -0.10919 0.64138
C10 1.77246 0.98104 0.71606
C11 1.90420 1.93910 -0.28401
C12 2.85962 2.93430 -0.18042
C13 3.68754 2.99234 0.92712
C14 3.55220 2.05156 1.93394
C15 2.59990 1.05420 1.83015
N2 0.44434 -0.50610 -0.73122
C16 -0.91156 -0.89164 -1.09324
C17 -1.39136 -2.01641 -0.23439
C18 -0.67499 -3.07870 0.22348
C19 -1.44354 -3.95784 1.01842
C20 -2.73034 -3.55197 1.14806
S1 -3.03134 -2.08249 0.30864
C21 1.43798 -0.84917 -1.58850
O2 1.23553 -1.16506 -2.74627
C22 2.84220 -0.80906 -1.06180
C23 3.83986 -0.09798 -1.73050
N3 5.08756 -0.08757 -1.30024
C24 5.36559 -0.81530 -0.22841
C25 4.39119 -1.57788 0.40011
N4 3.13377 -1.56884 -0.01102
H1 -0.59659 1.93344 0.00195
H2 -2.50605 1.69605 2.24000
H3 -2.06777 3.23807 1.45251
H4 -2.56768 3.42428 -1.08554
H5 -4.27580 3.00771 -2.80600
H6 -6.02532 1.31124 -2.42483
H7 -6.05855 0.03469 -0.31233
H8 -4.34460 0.44904 1.40486
H9 1.06720 -0.97747 1.22319
H10 1.28613 1.88790 -1.17068
H11 2.96051 3.66284 -0.97087
H12 4.43723 3.76492 1.00275
H13 4.19464 2.09028 2.80077
H14 2.49678 0.31742 2.61285
H15 -1.59974 -0.04382 -1.02469
H16 -0.85966 -1.20505 -2.14334
H17 0.36711 -3.22916 0.00122
H18 -1.05010 -4.85022 1.47089
H19 -3.52903 -4.02091 1.68708
H20 3.62200 0.47705 -2.61896
H21 6.38982 -0.79121 0.11587
H22 4.60978 -2.21163 1.24828

The calculated total energy comes out at -1733.5814 hartree. As for the HOMO-LUMO gap: 8.7 eV. Its SMILES is O=C(NCc1ccccc1)[C@H](c1ccccc1)N(Cc1cccs1)C(=O)c1cnccn1.

Per-atom natural (NBO) charges, elementary charge units: number 1, O, carries -0.6033; number 2, C, carries 0.6958; number 3, N, carries -0.6188; number 4, C, carries -0.2454; number 5, C, carries -0.0618; number 6, C, carries -0.1678; number 7, C, carries -0.2238; number 8, C, carries -0.2121; number 9, C, carries -0.2027; number 10, C, carries -0.2002; number 11, C, carries -0.1682; number 12, C, carries -0.0323; number 13, C, carries -0.1910; number 14, C, carries -0.2180; number 15, C, carries -0.2108; number 16, C, carries -0.1962; number 17, C, carries -0.2050; number 18, N, carries -0.4323; number 19, C, carries -0.2645; number 20, C, carries -0.2155; number 21, C, carries -0.2581; number 22, C, carries -0.2467; number 23, C, carries -0.4096; number 24, S, carries 0.4447; number 25, C, carries 0.6572; number 26, O, carries -0.5950; number 27, C, carries 0.0803; number 28, C, carries 0.0419; number 29, N, carries -0.3738; number 30, C, carries -0.0029; number 31, C, carries -0.0036; number 32, N, carries -0.3924; number 33, H, carries 0.4001; number 34, H, carries 0.2437; number 35, H, carries 0.2049; number 36, H, carries 0.1962; number 37, H, carries 0.2140; number 38, H, carries 0.2157; number 39, H, carries 0.2165; number 40, H, carries 0.2236; number 41, H, carries 0.2537; number 42, H, carries 0.2062; number 43, H, carries 0.2162; number 44, H, carries 0.2174; number 45, H, carries 0.2169; number 46, H, carries 0.2227; number 47, H, carries 0.2186; number 48, H, carries 0.2667; number 49, H, carries 0.2291; number 50, H, carries 0.2230; number 51, H, carries 0.2334; number 52, H, carries 0.2095; number 53, H, carries 0.2015; number 54, H, carries 0.2022